[1]
A single C7H8 molecule, computed with the ωB97M-V functional and the def2-TZVPD basis.

Structure (ORCA input):
```
! RIJCOSX wB97M-V def2-TZVPD def2/J DEFGRID3
* xyz 0 1
C 1.992 -0.224 -0.420
C 0.504 -0.096 -0.321
C -0.690 0.006 -1.124
C -0.413 1.096 -0.100
C -1.244 0.860 1.135
C -1.413 -0.463 1.196
C -0.668 -1.015 0.004
H 2.432 0.758 -0.627
H 2.391 -0.569 0.540
H 2.323 -0.917 -1.200
H -0.960 -0.019 -2.175
H -0.099 2.081 -0.437
H -1.580 1.625 1.827
H -1.970 -1.045 1.921
H -0.604 -2.078 -0.219
*
```

Computed properties:
HOMO-LUMO gap ... 9.51 eV
HOMO ... -8.372 eV
SMILES ... C[C@]12[C@@H]3[C@H]1C=C[C@@H]32
Relative energy (zero: lowest compared OMol25 entry of this formula, charge and spin) ... 295.2 kJ/mol
Total energy ... -271.41903 a.u.
Max |F| ... 0.307 eV/Å

Charges in e, computed with natural (NBO), in the same order as the atoms:
1 C -0.617
2 C -0.003
3 C -0.205
4 C -0.255
5 C -0.214
6 C -0.214
7 C -0.257
8 H 0.222
9 H 0.221
10 H 0.216
11 H 0.227
12 H 0.221
13 H 0.218
14 H 0.217
15 H 0.223

[2]
A molecular structure, C45H44BaClIN13O6S3 in a non-equilibrium geometry, computed with the ωB97M-V functional and the def2-TZVPD basis.

Structure (ORCA input):
```
! RIJCOSX wB97M-V def2-TZVPD def2/J DEFGRID3
* xyz -1 1
Ba 0.736 -0.395 0.369
C -1.182 0.315 4.098
C -0.624 -1.104 3.968
N -1.107 -1.815 2.806
C -2.357 -2.523 2.900
C -3.604 -1.631 2.907
S -3.716 -0.389 1.587
C -3.637 1.168 2.503
C -2.290 1.891 2.577
N -1.161 1.024 2.831
H -0.618 0.842 4.880
H -2.211 0.270 4.460
H -0.818 -1.647 4.911
H 0.461 -1.044 3.872
H -0.387 -2.422 2.435
H -2.419 -3.156 3.804
H -2.414 -3.186 2.039
H -3.704 -1.107 3.859
H -4.477 -2.282 2.821
H -4.045 0.986 3.500
H -4.346 1.840 2.015
H -2.405 2.683 3.339
H -2.109 2.392 1.626
H -0.301 1.554 2.724
S -1.233 1.640 -0.811
C -0.944 1.313 -2.487
N -0.729 2.181 -3.415
N -0.599 3.460 -3.015
C -0.141 4.403 -3.915
C 0.182 5.682 -3.448
C 0.635 6.653 -4.324
C 0.780 6.379 -5.680
C 0.464 5.106 -6.136
C 0.009 4.119 -5.276
N -0.923 -0.005 -3.084
N -0.582 -0.902 -2.313
C -0.578 -2.198 -2.946
C -1.591 -2.601 -3.803
C -1.558 -3.889 -4.319
C -0.516 -4.751 -3.997
C 0.501 -4.330 -3.150
C 0.458 -3.053 -2.608
H -0.602 3.637 -2.017
H 0.092 5.895 -2.390
H 0.884 7.636 -3.940
H 1.136 7.139 -6.364
H 0.573 4.867 -7.188
H -0.230 3.128 -5.634
H -2.395 -1.916 -4.036
H -2.355 -4.224 -4.972
H -0.502 -5.756 -4.401
H 1.317 -4.996 -2.898
H 1.237 -2.719 -1.931
N 1.367 7.995 -0.763
C 1.641 6.724 -0.252
C 2.956 6.262 -0.179
C 3.230 5.009 0.338
C 2.195 4.208 0.796
C 0.884 4.663 0.742
C 0.608 5.916 0.226
S 2.502 2.587 1.402
O 3.888 2.503 1.788
O 1.504 2.349 2.441
N 2.090 1.566 0.260
C 2.599 1.539 -1.011
N 2.235 0.439 -1.713
C 2.642 0.363 -2.974
C 3.401 1.353 -3.570
C 3.734 2.428 -2.761
N 3.358 2.532 -1.493
H 2.046 8.330 -1.427
H 0.428 8.115 -1.108
H 3.764 6.888 -0.541
H 4.243 4.632 0.379
H 0.079 4.028 1.089
H -0.417 6.269 0.184
H 2.329 -0.521 -3.524
H 3.713 1.293 -4.602
H 4.334 3.246 -3.151
O 2.577 -6.815 0.054
C 1.295 -7.098 -0.089
O 0.920 -8.230 -0.287
C 0.306 -5.974 -0.016
C -1.018 -6.125 -0.365
Cl -1.807 -7.454 -1.082
N -1.656 -4.951 -0.173
N -0.798 -4.012 0.289
C 0.386 -4.602 0.382
C 1.584 -3.729 0.723
O 2.716 -4.227 0.619
O 1.334 -2.521 1.012
C -3.027 -4.592 -0.413
C -3.306 -3.307 -0.854
C -4.625 -2.940 -1.077
C -5.653 -3.846 -0.856
C -5.360 -5.118 -0.391
C -4.046 -5.500 -0.159
H 2.736 -5.832 0.233
H -2.510 -2.596 -1.005
H -4.839 -1.933 -1.407
H -6.680 -3.551 -1.031
H -6.160 -5.822 -0.195
H -3.830 -6.482 0.231
I 2.565 -3.740 4.295
C 2.976 -1.839 5.066
C 3.492 -1.736 6.354
C 3.735 -0.466 6.846
C 3.456 0.632 6.044
C 2.946 0.414 4.776
N 2.710 -0.811 4.287
H 3.689 -2.623 6.938
H 4.137 -0.335 7.844
H 3.632 1.643 6.387
H 2.715 1.240 4.112
*
```

Computed properties:
HOMO-LUMO gap ... 6.82 eV
HOMO ... -4.740 eV
Relative energy (zero: lowest compared OMol25 entry of this formula, charge and spin) ... 35.4 kJ/mol
Total energy ... -4882.65346 a.u.
Max |F| ... 2.983 eV/Å

Löwdin atomic charge list, values in e, 99 entries:
1 Ba 1.796
2 C -0.202
3 C -0.216
4 N -0.091
5 C -0.282
6 C -0.461
7 S 0.853
8 C -0.482
9 C -0.305
10 N -0.087
11 H 0.119
12 H 0.091
13 H 0.119
14 H 0.072
15 H 0.047
16 H 0.116
17 H 0.083
18 H 0.058
19 H 0.064
20 H 0.062
21 H 0.066
22 H 0.116
23 H 0.048
24 H 0.049
25 S 0.459
26 C -0.842
27 N 0.023
28 N -0.013
29 C -0.241
30 C -0.033
31 C -0.112
32 C -0.128
33 C -0.109
34 C -0.036
35 N 0.047
36 N -0.033
37 C -0.273
38 C -0.040
39 C -0.080
40 C -0.089
41 C -0.072
42 C -0.038
43 H 0.058
44 H 0.080
45 H 0.086
46 H 0.088
47 H 0.095
48 H 0.095
49 H 0.110
50 H 0.101
51 H 0.101
52 H 0.111
53 H 0.101
54 N 0.095
55 C -0.340
56 C -0.029
57 C -0.065
58 C -0.294
59 C -0.054
60 C -0.049
61 S 0.573
62 O -0.300
63 O -0.368
64 N -0.416
65 C -0.500
66 N -0.019
67 C -0.132
68 C -0.058
69 C -0.118
70 N 0.151
71 H 0.081
72 H 0.080
73 H 0.108
74 H 0.110
75 H 0.100
76 H 0.115
77 H 0.109
78 H 0.095
79 H 0.110
80 O 0.112
81 C -0.515
82 O 0.051
83 C -0.057
84 C -0.579
85 Cl 0.812
86 N -0.051
87 N 0.175
88 C -0.123
89 C -0.638
90 O 0.000
91 O -0.448
92 C -0.188
93 C -0.017
94 C -0.072
95 C -0.087
96 C -0.083
97 C -0.055
98 H 0.076
99 H 0.100

[3]
A molecular structure, C31H49Cl15F10I2NO7PS2 in a non-equilibrium geometry, computed with the ωB97M-V functional and the def2-TZVPD basis.

Structure (ORCA input):
```
! RIJCOSX wB97M-V def2-TZVPD def2/J DEFGRID3
* xyz 0 1
C -5.382 3.096 0.799
C -4.217 2.936 -0.379
C -3.497 1.476 -0.483
I -5.215 0.142 0.076
C -2.177 1.222 0.539
P -1.486 2.936 1.127
C -2.630 3.724 2.505
O -0.028 2.893 2.050
O -3.006 0.874 1.650
S -2.392 0.184 3.000
O -1.376 0.915 3.872
O -3.619 -0.144 3.944
C -1.750 -1.427 2.186
S -1.425 -2.525 3.593
O -2.618 -3.559 3.703
O -1.397 -1.867 5.030
F -0.011 -3.504 3.581
C -0.568 -1.056 1.062
C -0.198 -2.525 0.471
C -1.224 -3.790 0.529
C -0.847 -4.794 -0.754
N -1.951 -5.849 -0.913
C 0.743 -0.612 1.932
C 2.246 -0.751 1.373
O 3.048 0.351 1.487
Cl 3.216 -2.197 0.747
C -1.084 0.099 -0.047
I -2.178 -1.246 -1.509
C 0.018 0.793 -0.975
F -0.757 1.929 -1.662
F 1.078 1.618 -0.279
C 0.735 0.307 -2.307
F -0.134 0.142 -3.540
F 1.370 1.637 -2.767
C 2.123 -0.540 -2.356
F 2.018 -2.008 -2.226
F 3.201 0.067 -1.478
C 2.950 -0.440 -3.818
F 3.834 0.748 -3.920
F 2.154 -0.759 -5.005
F 3.953 -1.577 -3.730
H -6.468 2.877 0.425
H -5.094 2.610 1.823
H -5.380 4.272 1.023
H -3.541 3.878 -0.510
H -4.908 2.986 -1.362
H -3.227 1.425 -1.615
H -1.993 4.378 3.276
H -3.330 4.534 1.975
H -3.201 2.948 3.148
H 0.558 3.695 1.919
H -2.745 -1.822 1.650
H 0.637 -2.970 1.209
H 0.313 -2.573 -0.569
H -2.358 -3.568 0.429
H -1.104 -4.488 1.488
H 0.157 -5.335 -0.484
H -0.725 -4.167 -1.759
H -2.809 -5.569 -0.389
H -2.208 -5.952 -1.937
H 0.580 0.502 2.229
H 0.849 -1.149 2.997
Cl -5.013 5.685 -1.422
C -4.101 7.133 -1.915
C -2.636 6.826 -2.184
Cl -1.752 6.404 -0.697
H -4.216 7.890 -1.133
H -4.575 7.511 -2.826
H -2.143 7.706 -2.607
H -2.522 6.000 -2.893
Cl 8.620 1.357 -2.343
C 7.678 -0.153 -2.378
C 6.425 -0.070 -1.520
Cl 6.804 0.009 0.218
H 8.333 -0.969 -2.056
H 7.402 -0.330 -3.422
H 5.811 -0.963 -1.670
H 5.820 0.805 -1.776
Cl 12.099 1.844 0.929
C 10.644 0.895 1.322
C 10.986 -0.464 1.911
Cl 11.738 -1.547 0.714
H 10.045 0.800 0.411
H 10.070 1.481 2.046
H 10.073 -0.960 2.257
H 11.667 -0.374 2.763
Cl 1.830 -6.372 -6.386
C 1.472 -4.721 -5.822
C 1.518 -4.609 -4.306
Cl 0.183 -5.491 -3.525
H 0.493 -4.432 -6.217
H 2.225 -4.064 -6.267
H 1.422 -3.560 -4.008
H 2.461 -4.992 -3.903
Cl -8.321 0.983 0.575
C -9.776 0.034 0.967
C -9.434 -1.325 1.556
Cl -8.682 -2.408 0.360
H -10.375 -0.061 0.056
H -10.350 0.620 1.692
H -10.346 -1.821 1.902
H -8.753 -1.235 2.408
Cl 13.658 -0.548 4.362
C 14.735 -0.806 2.966
C 16.201 -0.839 3.370
Cl 16.786 0.752 3.913
H 14.537 -0.017 2.235
H 14.451 -1.763 2.520
H 16.816 -1.127 2.512
H 16.381 -1.560 4.174
Cl -15.010 -0.079 1.486
C -14.318 1.407 0.790
C -13.730 1.174 -0.593
Cl -12.270 0.157 -0.541
H -13.566 1.790 1.488
H -15.131 2.137 0.731
H -13.435 2.130 -1.037
H -14.453 0.697 -1.262
*
```

Computed properties:
HOMO-LUMO gap ... 6.82 eV
HOMO ... -8.649 eV
Total energy ... -11426.01825 a.u.
Max |F| ... 11.897 eV/Å

Löwdin atomic charge list, values in e, 99 entries:
1 C -0.254
2 C -0.386
3 C -0.590
4 I 0.969
5 C -0.536
6 P 0.989
7 C -0.237
8 O -0.373
9 O -0.504
10 S 0.775
11 O -0.284
12 O -0.317
13 C -0.316
14 S 0.891
15 O -0.322
16 O -0.305
17 F -0.231
18 C -0.346
19 C -0.270
20 C -0.243
21 C -0.334
22 N -0.046
23 C -0.097
24 C -0.542
25 O -0.094
26 Cl 0.634
27 C -0.381
28 I 1.183
29 C -0.192
30 F -0.050
31 F 0.012
32 C -0.087
33 F -0.031
34 F -0.004
35 C -0.070
36 F -0.005
37 F 0.006
38 C -0.138
39 F 0.051
40 F 0.061
41 F -0.002
42 H 0.016
43 H 0.061
44 H 0.062
45 H 0.027
46 H 0.097
47 H 0.069
48 H 0.085
49 H 0.055
50 H 0.041
51 H 0.088
52 H 0.142
53 H 0.105
54 H 0.078
55 H 0.074
56 H 0.126
57 H 0.119
58 H 0.027
59 H 0.060
60 H 0.057
61 H 0.116
62 H 0.156
63 Cl 0.634
64 C -0.632
65 C -0.653
66 Cl 0.541
67 H 0.072
68 H 0.074
69 H 0.073
70 H 0.073
71 Cl 0.547
72 C -0.653
73 C -0.678
74 Cl 0.554
75 H 0.071
76 H 0.071
77 H 0.059
78 H 0.063
79 Cl 0.537
80 C -0.661
81 C -0.662
82 Cl 0.534
83 H 0.030
84 H 0.077
85 H 0.074
86 H -0.005
87 Cl 0.545
88 C -0.663
89 C -0.635
90 Cl 0.632
91 H 0.071
92 H 0.072
93 H 0.048
94 H 0.080
95 Cl 0.502
96 C -0.715
97 C -0.648
98 Cl 0.537
99 H -0.088